Arrangement w

Density functional theory data (ωB97M-V with the def2-TZVPD basis set) for a 6-piece molecular cluster, C20H30FO15 overall.

Summary:
- net charge = -1
- LUMO (eV) = 2.18
- molar mass (g mol⁻¹) = 529.44
- HOMO-LUMO gap (eV) = 9.46

Last columns: bonded neighbours and bond lengths (Å).
Atoms and positions in Å:
1 F -0.0496 -0.2256 0.4100  no bonds
2 O 0.5734 4.4274 4.9330  C20 1.263
3 O 3.8034 -4.8526 0.0050  C22 1.240
4 O 2.8244 3.9394 -3.6420  C17 1.250
5 O -1.1016 -6.8286 -0.5490  C27 1.221
6 O 2.5014 2.0454 -2.4730  C17 1.353, C30 1.372
7 O 3.4954 -3.0886 1.3870  C22 1.274, C25 1.465
8 O -3.8256 4.2544 0.6030  C32 1.178
9 O -0.2186 3.8444 3.0790  C20 1.189, C33 1.459
10 O 0.8394 2.7734 -3.7340  C17 1.309, C24 1.457
11 O -2.0956 -4.7826 -0.4600  C27 1.395, C34 1.394
12 O 0.0674 -5.0176 -0.3150  C26 1.420, C27 1.222
13 O -4.5126 2.2264 0.0250  C31 1.488, C32 1.266
14 O 3.1894 -2.8286 -0.6880  C22 1.323, C23 1.387
15 O 1.6734 3.0194 3.5370  C20 1.290, C36 1.477
16 O -3.0166 2.3804 1.5190  C32 1.370, C35 1.405
17 C 2.0674 2.9934 -3.3360  O4 1.250, O6 1.353, O10 1.309
18 C -0.1876 0.4904 -4.0880  C24 1.535, H38 1.030, H43 1.150, H51 0.919
19 C -2.1486 -3.0996 1.0790  C34 1.537, H37 1.103, H49 1.028, H54 1.171
20 C 0.6734 3.7664 3.8610  O2 1.263, O9 1.189, O15 1.290
21 C -3.6476 0.2124 -1.0420  C31 1.528, H42 1.080, H45 1.160, H62 1.229
22 C 3.4154 -3.7066 0.2760  O3 1.240, O7 1.274, O14 1.323
23 C 2.9704 -1.5286 -0.2560  O14 1.387, C25 1.570, H39 0.989, H50 1.084
24 C 0.3124 1.5654 -3.1130  O10 1.457, C18 1.535, C30 1.519, H65 1.159
25 C 2.9634 -1.7266 1.3010  O7 1.465, C23 1.570, C28 1.519, H58 1.216
26 C -0.1326 -3.6116 -0.3150  O12 1.420, C34 1.481, H52 1.083, H60 1.065
27 C -0.9776 -5.6136 -0.5310  O5 1.221, O11 1.395, O12 1.222
28 C 3.9704 -0.9706 2.1510  C25 1.519, H47 0.932, H57 1.146, H59 0.997
29 C 0.0854 3.7564 0.4630  C33 1.582, H44 1.169, H53 1.226, H63 1.121
30 C 1.5384 1.0744 -2.3620  O6 1.372, C24 1.519, H41 1.101, H46 1.167
31 C -4.1386 0.8084 0.2770  O13 1.488, C21 1.528, C35 1.481, H56 1.248
32 C -3.8126 3.0774 0.6490  O8 1.178, O13 1.266, O16 1.370
33 C 0.0604 3.0574 1.8820  O9 1.459, C29 1.582, C36 1.594, H61 1.130
34 C -1.6086 -3.4856 -0.3070  O11 1.394, C19 1.537, C26 1.481, H40 1.140
35 C -3.1046 0.9924 1.3210  O16 1.405, C31 1.481, H55 1.036, H66 1.013
36 C 1.3934 2.2834 2.2880  O15 1.477, C33 1.594, H48 1.154, H64 1.009
37 H -1.6196 -2.1536 1.2820  C19 1.103
38 H -0.0696 -0.4286 -3.6380  C18 1.030
39 H 2.0664 -1.4276 -0.6430  C23 0.989
40 H -2.0296 -2.7036 -1.0210  C34 1.140
41 H 1.7224 0.0064 -2.5540  C30 1.101
42 H -3.1276 -0.6636 -0.6820  C21 1.080
43 H 0.4114 0.6014 -5.0630  C18 1.150
44 H 0.7984 3.1604 -0.2470  C29 1.169
45 H -2.7216 0.7514 -1.4860  C21 1.160
46 H 1.1694 1.1844 -1.2600  C30 1.167
47 H 3.8914 -0.0426 2.1300  C28 0.932
48 H 2.1654 2.4874 1.4550  C36 1.154
49 H -3.1726 -3.0496 1.1540  C19 1.028
50 H 3.7874 -0.9316 -0.6440  C23 1.084
51 H -1.0766 0.5044 -4.3200  C18 0.919
52 H 0.4704 -3.1826 0.4760  C26 1.083
53 H -0.9846 3.5634 -0.1030  C29 1.226
54 H -1.8846 -3.9666 1.8210  C19 1.171
55 H -2.1586 0.6194 1.1210  C35 1.036
56 H -5.2036 0.2664 0.6380  C31 1.248
57 H 4.9834 -1.2106 1.6730  C28 1.146
58 H 1.7944 -1.8946 1.5910  C25 1.216
59 H 3.9064 -1.0596 3.1420  C28 0.997
60 H 0.3544 -3.0446 -1.0740  C26 1.065
61 H -0.6876 2.2124 1.8250  C33 1.130
62 H -4.4336 0.1944 -1.9860  C21 1.229
63 H 0.4874 4.7954 0.3370  C29 1.121
64 H 1.3354 1.2764 2.2910  C36 1.009
65 H -0.4276 1.7374 -2.2380  C24 1.159
66 H -3.5836 0.7744 2.1870  C35 1.013

These are the natural (NBO) partial charges, in e, on atoms 1 to 8: -0.973 -0.680 -0.622 -0.613 -0.618 -0.483 -0.493 -0.594

=====

Arrangement x

Density functional theory data (ωB97M-V with the def2-TZVPD basis set) for a 6-piece molecular cluster, C20H30FO15 overall.

Summary:
- net charge = -1
- LUMO (eV) = 2.10
- molar mass (g mol⁻¹) = 529.44
- HOMO-LUMO gap (eV) = 9.18

Last columns: bonded neighbours and bond lengths (Å).
Atoms and positions in Å:
1 F -0.1594 0.3350 0.1950  no bonds
2 O -0.8032 4.5085 -0.8934  C28 1.363, C33 1.335
3 O 2.0412 3.1960 3.2801  C17 1.445, C21 1.233
4 O 2.1760 -3.0906 -3.4618  C19 1.350, C25 1.436
5 O -5.0392 -3.4078 -0.5303  C26 1.263
6 O -0.6180 -3.0869 2.8871  C22 1.397, C29 1.247
7 O 3.7734 2.1041 2.9245  C21 1.247, C27 1.470
8 O -1.7822 3.5891 -2.5910  C33 1.317, C35 1.378
9 O -3.3875 -1.8341 -0.0888  C23 1.423, C26 1.308
10 O 4.0411 -4.1316 -2.7251  C19 1.250
11 O -5.1000 -1.1577 -1.1930  C24 1.380, C26 1.394
12 O 3.2898 2.6109 5.0476  C21 1.312
13 O 0.2936 -1.5989 4.0558  C29 1.325, C36 1.328
14 O 2.9722 -2.4980 -1.4749  C19 1.333, C20 1.431
15 O -1.1679 -3.0669 4.9389  C29 1.195
16 O -1.8543 5.7040 -2.5525  C33 1.166
17 C 1.8686 2.8548 1.8861  O3 1.445, C27 1.511, H39 1.094, H65 1.091
18 C 2.3779 -1.9187 3.3018  C36 1.491, H42 0.921, H52 1.014, H57 1.090
19 C 3.1253 -3.3040 -2.5257  O4 1.350, O10 1.250, O14 1.333
20 C 1.7642 -1.7342 -1.5459  O14 1.431, C25 1.565, H38 1.140, H63 1.121
21 C 2.9925 2.5828 3.7704  O3 1.233, O7 1.247, O12 1.312
22 C 0.3529 -2.6228 1.9967  O6 1.397, C36 1.499, H53 1.181, H56 1.163
23 C -2.9803 -0.5135 -0.4273  O9 1.423, C24 1.500, H40 1.211, H43 1.008
24 C -4.2258 -0.0915 -1.1483  O11 1.380, C23 1.500, C34 1.599, H41 1.102
25 C 1.1679 -2.2328 -2.9044  O4 1.436, C20 1.565, C31 1.511, H54 1.207
26 C -4.4799 -2.2823 -0.6508  O5 1.263, O9 1.308, O11 1.394
27 C 3.2696 2.3831 1.5719  O7 1.470, C17 1.511, C30 1.574, H47 1.031
28 C -0.6013 3.1751 -0.6944  O2 1.363, C35 1.543, H51 1.012, H62 1.079
29 C -0.4494 -2.6956 4.0589  O6 1.247, O13 1.325, O15 1.195
30 C 3.1735 0.9989 0.8291  C27 1.574, H37 1.133, H44 1.016, H66 1.054
31 C -0.1870 -2.8855 -2.7599  C25 1.511, H60 1.127, H61 1.096, H64 1.187
32 C -0.2235 1.7286 -2.8749  C35 1.537, H45 1.086, H50 0.943, H55 1.081
33 C -1.5190 4.7351 -1.9967  O2 1.335, O8 1.317, O16 1.166
34 C -4.9567 1.0088 -0.2466  C24 1.599, H46 1.126, H48 1.043, H59 1.098
35 C -1.1773 2.5200 -1.9667  O8 1.378, C28 1.543, C32 1.537, H49 1.044
36 C 0.9716 -1.6114 2.9137  O13 1.328, C18 1.491, C22 1.499, H58 1.070
37 H 2.4331 1.1493 -0.0158  C30 1.133
38 H 1.9873 -0.6206 -1.6399  C20 1.140
39 H 0.9086 2.3388 1.7889  C17 1.094
40 H -2.1366 -0.8230 -1.2385  C23 1.211
41 H -4.0250 0.3654 -2.1306  C24 1.102
42 H 2.8269 -1.2652 3.7705  C18 0.921
43 H -2.6031 0.0275 0.3354  C23 1.008
44 H 4.0277 0.8796 0.2917  C30 1.016
45 H -1.0782 1.2639 -3.3566  C32 1.086
46 H -4.3102 1.9179 -0.0901  C34 1.126
47 H 3.7934 3.1043 1.0547  C27 1.031
48 H -5.2708 0.5498 0.6354  C34 1.043
49 H -1.8211 1.8476 -1.4939  C35 1.044
50 H 0.3861 1.1551 -2.4415  C32 0.943
51 H 0.3933 2.9897 -0.6639  C28 1.012
52 H 2.7622 -1.8988 2.3634  C18 1.014
53 H 1.0224 -3.4538 1.4919  C22 1.181
54 H 1.3056 -1.4631 -3.8240  C25 1.207
55 H 0.3070 2.2593 -3.6535  C32 1.081
56 H -0.4030 -2.0637 1.3116  C22 1.163
57 H 2.7576 -2.9062 3.5626  C18 1.090
58 H 0.8516 -0.5993 2.5863  C36 1.070
59 H -5.7307 1.4619 -0.8800  C34 1.098
60 H -1.1135 -2.2691 -2.5843  C31 1.127
61 H -0.1134 -3.6336 -1.9629  C31 1.096
62 H -1.0701 2.7562 0.1828  C28 1.079
63 H 0.8374 -1.9279 -0.9464  C20 1.121
64 H -0.5248 -3.4269 -3.7607  C31 1.187
65 H 1.7054 3.8459 1.4602  C17 1.091
66 H 2.9558 0.1692 1.4420  C30 1.054

These are the natural (NBO) partial charges, in e, on atoms 1 to 8: -0.975 -0.491 -0.459 -0.493 -0.604 -0.471 -0.459 -0.495

=====

If you had to bet on the most stable structure above, which would it be? Bet on arrangement x.